(1)
ORCA calculation (wB97M-V/def2-TZVPD) on a single C6H9N molecule in a non-equilibrium geometry.

Calculated values
SMILES: CC1(C#N)CCC1
M (Da): 95.1
LUMO (eV): 0.8
Kohn-Sham gap (eV): 11.750

```
! wB97M-V def2-TZVPD RIJCOSX def2/J DEFGRID3
* xyz 0 1
C 1.3592 1.2293 0.1591
C 0.5066 -0.0390 0.0091
C 1.3919 -1.1845 -0.3005
N 2.0479 -2.1056 -0.5556
C -0.6219 -0.4713 1.0894
C -1.6745 -0.4243 -0.0107
C -0.6346 0.0618 -1.0563
H 1.8915 1.4439 -0.7802
H 2.1010 1.1273 0.9584
H 0.6996 2.0728 0.3827
H -0.8607 0.2364 1.8847
H -0.3004 -1.4292 1.5218
H -2.1596 -1.3788 -0.1993
H -2.4226 0.3461 0.1880
H -0.5405 -0.5897 -1.9261
H -0.7828 1.1048 -1.3644
*
```

These are the Mulliken partial charges, in e, on atoms 1 to 4: atom 1 (C): -1.623, atom 2 (C): 1.662, atom 3 (C): -0.162, atom 4 (N): -0.502

(2)
ORCA calculation (wB97M-V/def2-TZVPD) on a molecular structure, C6H9N.

Calculated values
M (Da): 95.1
LUMO (eV): 0.8
Kohn-Sham gap (eV): 9.191

```
! wB97M-V def2-TZVPD RIJCOSX def2/J DEFGRID3
* xyz 0 1
C 0.5925 -1.0842 -1.5159
C 0.2981 -0.5455 -0.1469
C -0.2203 0.6534 0.2782
C -0.6482 1.8085 -0.5892
C -0.3449 0.6160 1.7130
C 0.1595 -0.5224 2.3222
N 0.4816 -1.3255 1.0139
H 0.4061 -0.3127 -2.2724
H -0.0399 -1.9497 -1.7645
H 1.6417 -1.3992 -1.6229
H -1.7276 1.9939 -0.4935
H -0.4339 1.6348 -1.6513
H -0.1351 2.7327 -0.2892
H -0.7955 1.4303 2.2813
H -0.4182 -1.6678 1.6773
H 1.1839 -2.0629 1.0598
*
```

These are the Mulliken partial charges, in e, on atoms 1 to 4: atom 1 (C): -1.215, atom 2 (C): -0.031, atom 3 (C): 0.999, atom 4 (C): -1.204

(3)
ORCA calculation (wB97M-V/def2-TZVPD) on a single C6H9N molecule.

Calculated values
M (Da): 95.1
LUMO (eV): 0.5
Kohn-Sham gap (eV): 7.629

```
! wB97M-V def2-TZVPD RIJCOSX def2/J DEFGRID3
* xyz 0 1
C -1.4593 -0.3302 -1.2612
C -0.4126 -0.4254 -0.2025
C 0.0104 0.5850 0.8318
C 0.9472 -0.1158 1.8077
C 0.8240 1.7066 0.1433
C 1.0876 -1.3380 1.2462
N 0.2706 -1.4973 0.0480
H -2.3490 -0.8989 -0.9622
H -1.7763 0.7049 -1.4090
H -1.1291 -0.7311 -2.2250
H -0.8755 1.0362 1.3031
H 1.7663 1.2954 -0.2354
H 1.0710 2.4603 0.8936
H 0.2844 2.1863 -0.6825
H 1.6860 -2.2053 1.5045
H 0.2192 -2.3374 -0.5238
*
```

These are the Mulliken partial charges, in e, on atoms 1 to 4: atom 1 (C): -1.247, atom 2 (C): 0.223, atom 3 (C): 0.610, atom 4 (C): -1.170

(4)
ORCA calculation (wB97M-V/def2-TZVPD) on a single C6H9N molecule in a non-equilibrium geometry.

Calculated values
SMILES: CC#CCN1CC1
M (Da): 95.1
LUMO (eV): 1.0
Kohn-Sham gap (eV): 10.227

```
! wB97M-V def2-TZVPD RIJCOSX def2/J DEFGRID3
* xyz 0 1
C 2.6739 0.5782 0.0442
C 1.8814 -0.6348 -0.0191
C 0.9544 -1.3641 -0.2623
C -0.4202 -1.1765 -0.7457
N -1.2564 -0.7067 0.3492
C -2.3869 0.0918 -0.0691
C -1.2214 0.7245 0.5975
H 2.6060 1.0607 -0.9418
H 3.7169 0.4085 0.3014
H 2.2071 1.2460 0.7781
H -0.3067 -0.3868 -1.5181
H -0.8583 -2.0571 -1.2088
H -3.3123 -0.0919 0.4684
H -2.4932 0.2889 -1.1367
H -0.5801 1.3525 -0.0269
H -1.2809 1.0387 1.6369
*
```

These are the Mulliken partial charges, in e, on atoms 1 to 4: atom 1 (C): -1.047, atom 2 (C): 0.114, atom 3 (C): -0.285, atom 4 (C): -0.117

(5)
ORCA calculation (wB97M-V/def2-TZVPD) on a single C6H9N molecule in a non-equilibrium geometry.

Calculated values
SMILES: CC=C=CN1CC1
M (Da): 95.1
LUMO (eV): 1.1
Kohn-Sham gap (eV): 9.300

```
! wB97M-V def2-TZVPD RIJCOSX def2/J DEFGRID3
* xyz 0 1
C -0.9870 -1.2879 -2.5226
C -1.3863 -0.6444 -1.2127
C -0.7235 0.2001 -0.4687
C -0.5278 0.9583 0.5817
N 0.1568 0.5084 1.7288
C 1.3691 1.2381 2.0391
C 1.4299 -0.1479 1.5082
H -1.5117 -0.8225 -3.3634
H -1.1920 -2.3658 -2.5814
H 0.0883 -1.1634 -2.6989
H -2.3632 -0.6708 -0.7276
H -0.9235 1.9694 0.6364
H 1.5265 1.4412 3.0934
H 1.6386 2.0413 1.3539
H 1.7471 -0.2703 0.4713
H 1.6587 -0.9837 2.1625
*
```

These are the Mulliken partial charges, in e, on atoms 1 to 4: atom 1 (C): -1.010, atom 2 (C): -0.011, atom 3 (C): -0.012, atom 4 (C): -0.396

(6)
ORCA calculation (wB97M-V/def2-TZVPD) on a single C6H9N molecule.

Calculated values
SMILES: C[C@]12C[C@H]1[C@H]1N[C@H]12
M (Da): 95.1
LUMO (eV): 1.1
Kohn-Sham gap (eV): 9.624

```
! wB97M-V def2-TZVPD RIJCOSX def2/J DEFGRID3
* xyz 0 1
C 1.5590 -0.6282 0.9571
C 0.4560 -0.2086 0.0101
C 0.5062 0.8420 -1.1070
C -0.2776 1.0968 0.1342
C -1.6192 0.3023 0.1570
N -1.8075 -0.5944 -0.9695
C -0.8902 -0.9857 0.0669
H 1.3152 -0.2685 1.9657
H 2.5399 -0.2284 0.6907
H 1.6441 -1.7191 1.0305
H 1.4744 1.3176 -1.2249
H -0.0368 0.8628 -2.0558
H -0.0458 1.8891 0.8370
H -2.4832 0.5791 0.7496
H -1.3113 -0.3133 -1.8091
H -1.0233 -1.9434 0.5674
*
```

These are the Mulliken partial charges, in e, on atoms 1 to 4: atom 1 (C): -1.383, atom 2 (C): 1.100, atom 3 (C): -1.234, atom 4 (C): 0.009

(7)
ORCA calculation (wB97M-V/def2-TZVPD) on a molecular structure, C6H9N.

Calculated values
M (Da): 95.1
LUMO (alpha / beta) (eV): 0.8 / 0.8
Kohn-Sham gap (alpha / beta) (eV): 7.257 / 7.254

```
! wB97M-V def2-TZVPD RIJCOSX def2/J DEFGRID3
* xyz 0 1
C -1.1460 -1.1224 1.0069
N -0.3789 -0.3013 0.3978
C 1.0623 0.1242 0.4493
C 0.9086 -0.1930 -1.0306
C -0.4119 0.5405 -0.8480
C -0.1133 1.9258 -0.2213
C 0.8660 1.6494 0.6401
H -0.7635 -1.6751 1.8572
H -2.1525 -1.2822 0.6380
H -0.1998 -2.9350 -0.6542
H 1.7089 -0.4328 1.1322
H 0.2076 -2.3434 -0.9271
H 1.6471 0.1317 -1.7664
H -1.2807 0.4130 -1.4989
H -0.6263 2.8600 -0.4176
H 1.3786 2.2953 1.3434
*
```

These are the Mulliken partial charges, in e, on atoms 1 to 4: atom 1 (C): -0.310, atom 2 (N): -0.045, atom 3 (C): 0.084, atom 4 (C): -1.184

(8)
ORCA calculation (wB97M-V/def2-TZVPD) on a molecular structure, C6H9N in a non-equilibrium geometry.

Calculated values
M (Da): 95.1
LUMO (eV): 1.1
Kohn-Sham gap (eV): 10.056

```
! wB97M-V def2-TZVPD RIJCOSX def2/J DEFGRID3
* xyz 0 1
C 1.3585 1.4358 0.0059
C 0.5712 0.5528 -0.8268
N 1.9357 0.1137 -0.3367
C 1.0369 -1.1202 0.0722
C -0.2873 -0.3878 -0.0359
C -1.3127 -0.0137 0.9961
C -1.7432 -0.6152 -0.3200
H 1.0331 1.7205 1.0079
H 1.7259 2.2666 -0.5973
H 0.5062 0.5733 -1.9005
H 1.3844 -1.5414 1.0008
H 1.0928 -1.8475 -0.7620
H -1.5050 1.0395 1.1941
H -1.4162 -0.6525 1.8749
H -2.1929 -1.6039 -0.3356
H -2.1874 0.0799 -1.0372
*
```

These are the Mulliken partial charges, in e, on atoms 1 to 4: atom 1 (C): -0.367, atom 2 (C): -0.226, atom 3 (N): -0.505, atom 4 (C): -0.410

(9)
ORCA calculation (wB97M-V/def2-TZVPD) on a single C6H9N molecule.

Calculated values
M (Da): 95.1
LUMO (eV): 0.0
Kohn-Sham gap (eV): 8.542

```
! wB97M-V def2-TZVPD RIJCOSX def2/J DEFGRID3
* xyz 0 1
C -2.1249 0.4337 -0.1690
C -0.6053 0.3641 -0.3954
C 0.1031 1.5223 0.2301
C 1.2669 0.9104 0.9162
N 1.3769 -0.5446 0.7168
C 1.5375 -0.9219 -0.6798
C 0.1912 -0.9128 -0.0610
H -2.5193 1.2545 -0.7741
H -2.3848 0.6470 0.8721
H -2.6301 -0.4895 -0.4708
H 2.2080 1.4409 0.7210
H 1.0478 1.1019 1.9830
H 2.0924 -1.8395 -0.8560
H 1.7365 -0.1346 -1.4123
H -0.4524 0.5845 -1.4679
H -0.3092 -1.8382 0.2172
*
```

These are the Mulliken partial charges, in e, on atoms 1 to 4: atom 1 (C): -1.325, atom 2 (C): 0.552, atom 3 (C): -0.643, atom 4 (C): -0.275

(10)
ORCA calculation (wB97M-V/def2-TZVPD) on a single C6H9N molecule in a non-equilibrium geometry.

Calculated values
SMILES: Cc1c[nH]c(C)c1
M (Da): 95.1
LUMO (eV): 0.9
Kohn-Sham gap (eV): 8.475

```
! wB97M-V def2-TZVPD RIJCOSX def2/J DEFGRID3
* xyz 0 1
C 0.2892 1.7351 1.3906
C -0.5411 1.4198 0.0782
C 0.6098 1.2062 -0.6510
N 0.7719 -0.0996 -0.9374
C -0.3670 -0.7880 -0.5200
C -0.4529 -2.2607 -0.7247
C -1.2145 0.1172 0.0393
H 1.0726 0.9581 1.5864
H -0.4001 1.6788 2.2157
H 0.8261 2.6907 1.3735
H 1.3883 1.9428 -0.7871
H 1.6678 -0.5276 -1.1037
H 0.3065 -2.7866 -0.1298
H -1.4317 -2.6278 -0.4094
H -0.2978 -2.5240 -1.7751
H -2.2271 -0.1343 0.3544
*
```

These are the Mulliken partial charges, in e, on atoms 1 to 4: atom 1 (C): -1.190, atom 2 (C): 0.489, atom 3 (C): -0.542, atom 4 (N): -0.070

(11)
ORCA calculation (wB97M-V/def2-TZVPD) on a single C6H9N molecule in a non-equilibrium geometry.

Calculated values
M (Da): 95.1
LUMO (alpha / beta) (eV): 0.0 / 0.0
Kohn-Sham gap (alpha / beta) (eV): 8.015 / 8.063

```
! wB97M-V def2-TZVPD RIJCOSX def2/J DEFGRID3
* xyz 0 1
C -0.2752 0.4698 -1.1499
C 0.9940 0.0989 0.5287
C 0.1061 1.2135 0.0463
C 1.0858 -0.3204 -0.9320
C 0.6796 -0.9238 1.6368
C -1.6426 -0.1961 -1.2500
N -0.1622 2.3848 0.3989
H 1.0916 -1.3410 -1.0486
H 1.7226 0.2409 -1.6007
H 1.0022 -0.4439 2.5857
H 1.2368 -1.8669 1.5038
H -0.3054 -1.2080 1.7773
H -2.0230 -0.2878 -0.2232
H -2.2116 0.5044 -1.8112
H -1.5575 -1.1974 -1.7476
H 0.2588 2.8732 1.2856
*
```

These are the Mulliken partial charges, in e, on atoms 1 to 4: atom 1 (C): 0.271, atom 2 (C): 0.316, atom 3 (C): 0.242, atom 4 (C): -0.683

(12)
ORCA calculation (wB97M-V/def2-TZVPD) on a single C6H9N molecule.

Calculated values
M (Da): 95.1
LUMO (eV): 0.0
Kohn-Sham gap (eV): 8.044

```
! wB97M-V def2-TZVPD RIJCOSX def2/J DEFGRID3
* xyz 0 1
C 1.5055 -1.0416 1.0233
C 0.6215 -1.0953 -0.1659
C 0.3277 1.5913 -1.3033
C -0.3869 1.4475 -0.1935
C -1.3580 0.3428 0.1070
N -1.7803 -0.6862 -0.8244
C -0.8021 -1.0525 0.1976
H 1.0647 -0.7229 1.9813
H 2.3889 -0.4321 0.7970
H 1.8934 -2.0658 1.1332
H 1.0975 2.3525 -1.3854
H 0.2320 0.9053 -2.1411
H -0.2175 2.1168 0.6510
H -2.1294 0.6147 0.8277
H -1.2891 -0.5871 -1.7128
H -1.1679 -1.6874 1.0084
*
```

These are the Mulliken partial charges, in e, on atoms 1 to 4: atom 1 (C): -1.017, atom 2 (C): -0.250, atom 3 (C): -0.647, atom 4 (C): -0.306

The evaluated energy relative to the best compared isomer or geometry (same formula, charge and spin) for the records listed, in turn: 115.3 374.6 326.9 394.9 345.6 356.8 687.3 411.9 459.6 256.3 493.9 527.9 kJ/mol.
The evaluated E for the records listed, in turn: -288.7381 -288.6394 -288.6575 -288.6316 -288.6504 -288.6461 -288.5203 -288.6252 -288.6070 -288.6844 -288.5939 -288.5810 Ha.